1.
Below is a gas-phase ion, C5H12NO2 (charge -1), with properties calculated with ωB97M-V/def2-TZVPD.

Orbital gap = 6.4409 eV
Charge = -1

Geometry as XYZ:
```
20
C5H12NO2 (ωB97M-V/def2-TZVPD)
C -1.531 -1.846 0.490
N -0.306 -1.477 -0.193
C 0.203 -0.149 0.248
C 1.789 -0.277 0.800
O 1.878 0.027 2.071
C -0.094 0.850 -0.857
C -0.501 2.234 -0.397
O 0.992 1.041 -1.801
H -2.337 -1.158 0.198
H -1.860 -2.830 0.143
H -1.476 -1.779 1.588
H 0.401 -2.173 -0.016
H -0.311 0.125 1.168
H 2.359 0.296 0.036
H 1.925 -1.381 0.629
H -0.928 0.502 -1.491
H 0.355 2.737 0.045
H -0.790 2.859 -1.247
H -1.243 2.187 0.399
H 1.476 0.211 -1.810
```

In the Löwdin picture, each atom carries the following charge in e:
1. C -0.168
2. N -0.117
3. C -0.271
4. C -0.475
5. O -0.330
6. C -0.415
7. C -0.063
8. O -0.083
9. H 0.066
10. H 0.062
11. H 0.075
12. H 0.062
13. H 0.110
14. H 0.073
15. H 0.067
16. H 0.121
17. H 0.078
18. H 0.068
19. H 0.072
20. H 0.066

=====

2.
Below is a molecular structure, C3H5MgO3Sm, with properties calculated with ωB97M-V/def2-TZVPD.

Orbital gap (alpha / beta) = 3.4342 / 3.4625 eV
2S+1 = 7
Charge = +1

Geometry as XYZ:
```
13
C3H5MgO3Sm (ωB97M-V/def2-TZVPD)
O -1.721 1.866 -0.154
C -2.936 1.417 0.126
C -3.345 0.129 0.109
O -2.565 -0.884 -0.407
C -1.504 -1.451 0.404
Mg -0.420 0.504 -0.596
H -3.674 2.156 0.474
H -4.197 -0.205 0.705
H -1.372 -2.455 -0.031
H -1.814 -1.433 1.465
Sm 3.620 0.185 0.684
O 1.068 -0.356 0.324
H 0.450 -1.360 0.796
```

In the Löwdin picture, each atom carries the following charge in e:
1. O -0.258
2. C -0.293
3. C -0.196
4. O -0.234
5. C -0.149
6. Mg 0.879
7. H 0.119
8. H 0.118
9. H 0.057
10. H 0.067
11. Sm 1.517
12. O -0.778
13. H 0.151

=====

3.
Below is a single C5H6ClFS molecule, with properties calculated with ωB97M-V/def2-TZVPD.

Orbital gap = 8.4891 eV

Geometry as XYZ:
```
14
C5H6ClFS (ωB97M-V/def2-TZVPD)
F -0.504 1.643 -1.220
C -1.091 1.652 0.001
C -1.158 0.558 0.721
C -0.563 -0.790 0.310
Cl -1.849 -1.866 -0.475
C 0.666 -0.808 -0.633
C 1.841 -0.130 -0.002
S 3.365 -0.628 -0.213
H -1.570 2.571 0.286
H -1.680 0.679 1.685
H -0.353 -1.359 1.253
H 0.393 -0.384 -1.607
H 0.918 -1.875 -0.670
H 1.586 0.736 0.564
```

In the Löwdin picture, each atom carries the following charge in e:
1. F 0.016
2. C -0.139
3. C -0.122
4. C -0.627
5. Cl 0.555
6. C -0.324
7. C -0.663
8. S 0.706
9. H 0.115
10. H 0.120
11. H 0.108
12. H 0.117
13. H 0.096
14. H 0.043

=====

4.
Below is 8 unconnected molecules or ions with the total composition C39H99N5O9S3, with properties calculated with ωB97M-V/def2-TZVPD.

Orbital gap = 7.8188 eV

Geometry as XYZ:
```
155
C39H99N5O9S3 (ωB97M-V/def2-TZVPD)
C -1.333 -1.990 7.890
C -1.587 -0.543 8.016
O -0.844 0.208 7.042
S -1.166 1.876 6.993
C 0.361 2.475 7.858
O -1.141 2.361 5.607
O -2.369 2.152 7.814
H -0.306 -2.096 8.238
H -1.457 -2.207 6.829
H -2.053 -2.681 8.329
H -2.652 -0.353 7.885
H -1.504 -0.164 9.035
H 0.253 3.560 7.863
H 1.176 2.168 7.203
H 0.405 2.136 8.893
C -7.455 -3.706 -4.320
C -7.969 -5.171 -4.134
O -8.930 -5.171 -3.049
S -10.613 -5.274 -3.378
C -10.762 -7.010 -3.926
O -11.317 -4.995 -2.184
O -10.881 -4.368 -4.494
H -6.945 -3.507 -5.263
H -6.874 -3.230 -3.530
H -8.348 -3.090 -4.429
H -8.408 -5.548 -5.058
H -7.201 -5.887 -3.842
H -11.847 -6.934 -3.861
H -10.407 -7.737 -3.195
H -10.461 -7.203 -4.956
C 3.348 0.627 2.007
C 1.929 0.591 1.517
O 1.484 -0.695 1.071
S 0.260 -0.740 -0.138
C -1.056 0.136 0.801
O 0.723 0.056 -1.263
O -0.246 -2.122 -0.173
H 3.645 1.541 2.520
H 4.126 0.389 1.282
H 3.362 -0.146 2.775
H 1.186 0.927 2.241
H 1.651 1.375 0.813
H -1.823 0.263 0.037
H -0.581 1.064 1.119
H -1.301 -0.367 1.736
C -2.792 6.626 -5.765
C -2.285 5.660 -4.698
N -3.257 5.449 -3.533
C -4.616 4.778 -3.719
C -4.549 3.431 -4.521
C -2.622 4.778 -2.358
C -1.636 5.711 -1.736
H -1.958 6.655 -6.466
H -3.008 7.629 -5.398
H -3.739 6.399 -6.254
H -1.987 4.722 -5.166
H -1.324 6.053 -4.363
H -5.152 4.831 -2.771
H -5.137 5.561 -4.269
H -3.689 2.834 -4.217
H -5.451 2.865 -4.292
H -4.580 3.811 -5.542
H -2.120 3.902 -2.770
H -3.350 4.289 -1.711
H -2.182 6.457 -1.159
H -0.950 6.300 -2.344
H -1.024 5.049 -1.123
C 15.094 0.727 2.152
C 14.075 1.717 1.329
N 13.479 0.987 0.210
C 14.493 0.389 -0.704
C 15.313 1.317 -1.548
C 12.425 1.735 -0.477
C 11.123 1.977 0.404
H 15.443 1.093 3.118
H 16.011 0.485 1.616
H 14.640 -0.222 2.435
H 13.428 2.005 2.159
H 14.713 2.568 1.093
H 15.152 -0.357 -0.260
H 13.910 -0.299 -1.317
H 16.162 0.699 -1.843
H 14.741 1.578 -2.439
H 15.653 2.227 -1.055
H 12.019 1.249 -1.365
H 12.849 2.657 -0.874
H 10.445 2.541 -0.236
H 11.402 2.550 1.288
H 10.651 1.060 0.757
C 6.884 4.502 -6.966
C 5.751 4.042 -6.046
N 6.060 4.135 -4.567
C 5.689 2.886 -3.776
C 6.481 1.650 -4.291
C 5.353 5.238 -3.976
C 5.971 5.593 -2.636
H 7.756 3.848 -6.929
H 7.110 5.463 -6.504
H 6.602 4.600 -8.014
H 4.894 4.695 -6.214
H 5.340 3.064 -6.297
H 6.034 2.996 -2.748
H 4.613 2.791 -3.921
H 6.521 0.968 -3.442
H 6.137 1.318 -5.271
H 7.519 1.978 -4.346
H 4.289 5.086 -3.797
H 5.473 6.111 -4.618
H 5.746 6.625 -2.370
H 7.048 5.744 -2.709
H 5.761 4.929 -1.798
C -7.888 3.635 4.350
C -8.363 2.257 4.706
N -9.189 1.717 3.575
C -10.505 2.181 3.330
C -11.319 2.023 4.633
C -8.453 1.451 2.342
C -8.972 0.457 1.253
H -6.960 3.505 3.793
H -7.573 4.050 5.307
H -8.657 4.269 3.908
H -7.587 1.544 4.986
H -9.061 2.311 5.541
H -11.028 1.548 2.613
H -10.479 3.219 2.998
H -12.291 2.502 4.513
H -10.981 2.645 5.461
H -11.532 0.979 4.862
H -8.458 2.406 1.817
H -7.392 1.291 2.531
H -8.681 0.797 0.259
H -8.650 -0.581 1.332
H -10.061 0.409 1.284
C -1.978 -7.853 2.940
C -2.348 -9.086 2.033
N -1.315 -9.691 1.296
C -0.581 -8.776 0.346
C -1.490 -8.611 -0.896
C -0.309 -10.431 2.077
C -0.987 -11.692 2.620
H -2.854 -7.567 3.522
H -1.578 -7.041 2.334
H -1.106 -8.073 3.555
H -2.891 -9.791 2.662
H -3.122 -8.677 1.385
H -0.405 -7.773 0.736
H 0.344 -9.114 -0.121
H -1.048 -8.055 -1.722
H -1.816 -9.564 -1.313
H -2.335 -7.962 -0.666
H 0.012 -9.799 2.905
H 0.491 -10.699 1.387
H -1.778 -12.036 1.954
H -1.476 -11.528 3.579
H -0.266 -12.501 2.739
```

Atom charges from the Löwdin analysis, given in e for atoms 1 to 99:
1. C -0.074
2. C -0.338
3. O -0.263
4. S 0.712
5. C -0.099
6. O -0.308
7. O -0.320
8. H 0.086
9. H 0.086
10. H 0.090
11. H 0.110
12. H 0.118
13. H 0.065
14. H 0.066
15. H 0.069
16. C -0.063
17. C -0.252
18. O -0.296
19. S 0.648
20. C -0.104
21. O -0.257
22. O -0.305
23. H 0.070
24. H 0.073
25. H 0.066
26. H 0.103
27. H 0.112
28. H 0.056
29. H 0.076
30. H 0.072
31. C -0.060
32. C -0.329
33. O -0.267
34. S 0.712
35. C -0.102
36. O -0.294
37. O -0.308
38. H 0.082
39. H 0.083
40. H 0.079
41. H 0.103
42. H 0.107
43. H 0.071
44. H 0.044
45. H 0.080
46. C -0.100
47. C -0.233
48. N -0.172
49. C -0.228
50. C -0.070
51. C -0.289
52. C -0.102
53. H 0.071
54. H 0.071
55. H 0.061
56. H 0.101
57. H 0.093
58. H 0.100
59. H 0.090
60. H 0.064
61. H 0.063
62. H 0.064
63. H 0.096
64. H 0.112
65. H 0.076
66. H 0.064
67. H 0.070
68. C -0.084
69. C -0.213
70. N -0.189
71. C -0.271
72. C -0.092
73. C -0.246
74. C -0.073
75. H 0.054
76. H 0.048
77. H 0.063
78. H 0.096
79. H 0.095
80. H 0.097
81. H 0.111
82. H 0.074
83. H 0.070
84. H 0.072
85. H 0.106
86. H 0.104
87. H 0.062
88. H 0.049
89. H 0.068
90. C -0.080
91. C -0.253
92. N -0.180
93. C -0.219
94. C -0.086
95. C -0.309
96. C -0.108
97. H 0.067
98. H 0.067
99. H 0.069